[1]
{
  "formula": "C21H31BiCl3IN6O6S6SeSi",
  "method": "the ωB97M-V functional and the def2-TZVPD basis",
  "species": ["Bi", "N", "C", "C", "C", "N", "H", "H", "H", "H", "H", "H", "H", "H", "H", "H", "N", "C", "N", "S", "H", "H", "H", "H", "Cl", "Si", "Cl", "Cl", "C", "S", "C", "C", "S", "S", "C", "S", "S", "H", "H", "H", "C", "C", "C", "C", "C", "C", "C", "C", "C", "C", "O", "O", "H", "H", "H", "H", "H", "H", "H", "H", "H", "H", "H", "I", "C", "C", "N", "N", "C", "H", "H", "H", "O", "Se", "O", "O", "O"],
  "coordinates": [[-0.99, -0.27, 0.87], [2.04, 0.34, 0.95], [2.91, -0.53, 0.17], [2.91, -1.94, 0.74], [1.60, -2.70, 0.60], [0.52, -2.19, 1.48], [1.80, 1.20, 0.47], [2.46, 0.58, 1.84], [3.94, -0.16, 0.10], [2.53, -0.57, -0.85], [3.20, -1.90, 1.80], [3.69, -2.53, 0.25], [1.77, -3.75, 0.83], [1.23, -2.67, -0.43], [0.91, -1.94, 2.39], [-0.08, -3.00, 1.66], [-4.60, 1.30, -0.47], [-3.62, 2.17, -0.18], [-3.92, 3.16, 0.67], [-2.09, 2.07, -0.89], [-5.23, 1.07, 0.29], [-4.29, 0.49, -0.99], [-4.63, 2.97, 1.37], [-3.11, 3.65, 1.03], [-4.11, -2.00, -0.94], [-2.52, -2.43, 0.36], [-3.33, 0.45, 2.29], [-3.43, -3.28, 2.02], [1.46, 6.14, 1.86], [0.08, 5.49, 0.88], [-0.87, 4.82, 2.18], [-0.55, 3.70, 2.89], [0.82, 2.69, 2.67], [-1.66, 3.34, 4.19], [-2.71, 4.70, 4.05], [-4.06, 4.94, 4.98], [-2.27, 5.72, 2.74], [2.18, 6.57, 1.15], [1.94, 5.33, 2.40], [1.13, 6.91, 2.55], [2.43, -1.76, -7.05], [1.91, -1.29, -5.71], [0.75, -1.81, -5.17], [0.26, -1.40, -3.93], [-1.01, -2.04, -3.44], [0.95, -0.40, -3.23], [2.12, 0.17, -3.78], [2.92, 1.26, -3.11], [2.58, -0.30, -5.00], [0.47, 0.09, -1.88], [0.69, 1.25, -1.53], [-0.13, -0.79, -1.15], [1.90, -2.66, -7.37], [3.49, -1.99, -7.00], [2.29, -0.99, -7.81], [0.21, -2.58, -5.70], [-1.48, -2.59, -4.25], [-1.71, -1.31, -3.05], [-0.81, -2.74, -2.62], [3.17, 1.00, -2.08], [2.35, 2.19, -3.05], [3.84, 1.43, -3.67], [3.49, 0.12, -5.41], [-1.64, -1.58, 7.81], [-1.01, -0.96, 5.96], [-0.13, 0.06, 5.67], [0.03, 0.07, 4.34], [-0.74, -0.85, 3.74], [-1.36, -1.50, 4.70], [0.37, 0.77, 6.31], [0.33, 0.91, 3.79], [-2.03, -2.32, 4.47], [-2.40, -6.13, 0.03], [-1.09, -5.21, 0.07], [0.03, -5.50, -1.05], [-1.62, -3.58, -0.39], [-0.48, -4.97, 1.55]],
  "charge": -2,
  "e_lumo_ev": 3.3721,
  "e_above_lowest_kcal_mol": 4.2
}

=====

[2]
{
  "formula": "C21H31Br3N3O5P2S",
  "method": "the ωB97M-V functional and the def2-TZVPD basis",
  "species": ["C", "C", "C", "C", "C", "C", "C", "C", "N", "C", "Br", "C", "C", "Br", "C", "O", "P", "N", "O", "C", "C", "C", "C", "Br", "P", "O", "O", "O", "S", "C", "H", "H", "H", "H", "H", "H", "H", "H", "H", "H", "H", "H", "H", "H", "H", "H", "H", "H", "H", "H", "H", "H", "H", "H", "H", "H", "N", "C", "C", "C", "C", "H", "H", "H", "H", "H"],
  "coordinates": [[-3.62, -1.69, -2.69], [-2.27, -1.85, -2.05], [-1.26, -2.47, -2.80], [0.01, -2.65, -2.27], [0.29, -2.18, -0.98], [-0.70, -1.55, -0.24], [-0.35, -1.01, 1.15], [0.60, 0.12, 0.99], [0.33, 1.34, 0.58], [-1.06, 1.69, 0.33], [-1.31, 2.47, -1.43], [-1.67, 2.58, 1.44], [-1.48, 1.98, 2.81], [-3.60, 2.57, 1.08], [1.52, 2.19, 0.45], [1.81, 2.04, -0.95], [1.23, 4.07, 0.90], [0.93, 4.78, -0.63], [2.77, 4.56, 1.27], [2.76, 1.57, 1.16], [4.07, 1.45, 0.36], [4.78, 2.75, -0.03], [5.84, 2.43, -1.07], [5.06, 2.00, -2.79], [2.96, 2.02, 2.93], [1.75, 2.64, 3.46], [4.24, 2.96, 3.07], [3.42, 0.68, 3.65], [2.22, -0.22, 1.32], [-1.98, -1.39, -0.76], [-4.26, -1.05, -2.09], [-4.09, -2.67, -2.77], [-3.52, -1.30, -3.70], [-1.47, -2.82, -3.80], [0.77, -3.15, -2.85], [1.28, -2.33, -0.58], [0.13, -1.78, 1.73], [-1.25, -0.71, 1.68], [-1.65, 0.79, 0.29], [-1.33, 3.60, 1.38], [-0.44, 1.73, 3.00], [-1.79, 2.69, 3.58], [-2.08, 1.09, 2.95], [2.32, 2.79, -1.28], [0.98, 4.16, -1.43], [1.52, 5.58, -0.83], [3.03, 5.29, 0.69], [3.92, 0.80, -0.49], [4.76, 0.92, 1.02], [4.11, 3.50, -0.44], [5.31, 3.17, 0.82], [6.39, 1.55, -0.76], [6.58, 3.23, -1.15], [3.95, 3.84, 3.35], [3.98, 0.95, 4.40], [-2.76, -0.91, -0.18], [-5.48, -7.22, -1.64], [-6.21, -6.61, -0.66], [-5.51, -5.52, -0.23], [-4.30, -5.46, -0.99], [-4.32, -6.53, -1.85], [-5.75, -8.05, -2.13], [-7.16, -7.00, -0.35], [-5.82, -4.83, 0.54], [-3.52, -4.73, -0.91], [-3.60, -6.86, -2.58]],
  "charge": 1,
  "e_lumo_ev": -3.6436
}

=====

[3]
{
  "formula": "C21H31BrN2O5",
  "method": "the ωB97M-V functional and the def2-TZVPD basis",
  "species": ["N", "O", "C", "O", "C", "C", "C", "N", "C", "O", "C", "C", "C", "C", "C", "C", "C", "C", "C", "C", "C", "Br", "H", "H", "H", "H", "H", "H", "H", "H", "H", "H", "H", "H", "H", "H", "H", "H", "H", "H", "C", "C", "O", "C", "C", "H", "H", "H", "H", "H", "H", "H", "H", "H", "H", "C", "O", "H", "H", "H"],
  "coordinates": [[1.73, -4.54, 2.71], [2.71, -3.56, 2.91], [2.87, -2.86, 1.66], [3.74, -3.26, 0.91], [1.91, -1.71, 1.41], [1.03, -1.29, 2.56], [0.07, -0.22, 2.38], [-0.08, 0.44, 1.14], [-1.13, 1.48, 1.08], [-2.34, 1.10, 1.77], [-3.00, 0.01, 1.11], [-3.98, 0.21, -0.05], [-4.64, -0.93, -0.71], [-4.41, -2.34, -0.29], [-3.49, -2.54, 0.86], [-2.82, -1.41, 1.52], [0.74, 0.10, 0.04], [1.76, -0.96, 0.12], [2.64, -1.30, -1.12], [4.18, -0.97, -0.94], [5.06, -2.08, -1.64], [4.76, -2.06, -3.62], [0.90, -4.12, 2.26], [2.07, -5.25, 2.05], [1.16, -1.82, 3.54], [-0.59, 0.10, 3.24], [-1.43, 1.77, 0.04], [-0.74, 2.41, 1.59], [-4.23, 1.25, -0.44], [-5.33, -0.76, -1.57], [-4.90, -3.22, -0.78], [-3.30, -3.58, 1.22], [-2.12, -1.67, 2.37], [0.54, 0.68, -0.89], [2.45, -2.35, -1.50], [2.27, -0.62, -1.96], [4.45, -1.04, 0.16], [4.48, 0.05, -1.30], [6.17, -1.91, -1.50], [4.83, -3.12, -1.29], [-2.14, 6.38, -2.66], [-2.14, 4.92, -3.08], [-2.14, 4.01, -1.99], [-3.25, 4.08, -1.11], [-4.57, 3.79, -1.78], [-1.31, 6.58, -1.97], [-2.04, 7.03, -3.53], [-3.06, 6.65, -2.14], [-1.23, 4.72, -3.65], [-2.98, 4.71, -3.75], [-3.28, 5.05, -0.60], [-3.09, 3.32, -0.35], [-4.83, 4.55, -2.52], [-5.38, 3.75, -1.04], [-4.53, 2.83, -2.30], [6.43, -4.07, 2.70], [7.47, -3.25, 2.70], [5.50, -3.71, 2.20], [6.56, -5.06, 2.20], [6.03, -4.38, 3.68]],
  "e_lumo_ev": -2.8429,
  "e_above_lowest_kcal_mol": 0.0
}